Formula: C23H59Cl3F2N6NaO8PSr
Source: the Open Molecules 2025 dataset
Level of theory: the ωB97M-V functional and the def2-TZVPD basis

```
104
Properties=species:S:1:pos:R:3:forces:R:3:lowdin_charge:R:1
Na -16.38030 4.91652 21.46084 0.1 0.8 0.7 0.6362
Sr -20.79897 4.26174 18.82004 -0.5 1.2 0.4 1.6567
O -17.94148 6.63430 21.38214 0.0 -1.1 -0.5 -0.2932
P -19.38776 6.87165 21.22231 0.5 0.8 -0.4 0.1536
O -20.28907 6.09196 20.31935 0.2 -1.3 -0.6 -0.4602
F -19.59460 8.34330 20.79328 0.0 0.5 0.0 -0.0788
F -20.05339 6.89705 22.59862 -0.4 -0.1 0.9 -0.0622
C -20.01237 12.04333 21.79352 0.2 0.1 0.4 -1.5651
Cl -19.99610 12.18878 20.04511 0.0 -0.1 -0.3 0.5756
Cl -21.38083 12.88514 22.47689 -0.2 0.1 0.1 0.5740
Cl -18.49709 12.64094 22.48317 0.0 0.0 0.1 0.5551
H -20.09069 11.00162 22.06913 0.0 -0.1 -0.1 -0.0047
C -16.42882 8.99111 23.79678 0.0 0.4 -0.3 -0.0527
C -15.15025 9.00092 24.61602 -0.2 0.1 0.3 -0.4323
C -13.93764 8.57175 23.79396 0.1 0.0 -0.4 -0.1823
O -13.66688 7.17956 23.87845 -0.2 -0.1 0.0 -0.2073
C -12.81057 6.84790 24.95277 0.3 -0.2 0.0 -0.0999
N -14.91220 10.36606 25.08521 0.2 0.1 0.4 0.0485
H -17.24896 9.46717 24.34055 0.0 -0.3 0.1 0.0689
H -16.69770 7.97949 23.49682 -0.2 -0.1 0.0 0.0603
H -16.31365 9.60200 22.89593 0.2 -0.1 -0.1 0.0693
H -15.27701 8.27136 25.43232 0.1 0.1 0.0 0.1230
H -13.05879 9.16304 24.07296 0.0 -0.1 0.2 0.1283
H -14.11630 8.77990 22.73559 0.0 0.0 0.0 0.1125
H -12.74928 5.75959 25.00074 -0.2 0.0 0.1 0.0849
H -13.16970 7.24167 25.90858 0.0 0.0 0.0 0.0928
H -11.78512 7.19602 24.78016 -0.1 0.2 0.0 0.0953
H -15.70827 10.73938 25.59340 -0.1 -0.1 -0.2 0.0739
H -14.16225 10.36699 25.77305 0.1 0.0 -0.2 0.0807
C -22.04350 -0.30678 19.56810 0.6 0.2 0.0 -0.0360
C -22.14967 1.19402 19.89146 -0.4 -1.2 -0.1 -0.4015
C -20.94937 1.63136 20.70778 0.1 -0.1 -1.1 -0.2068
O -21.08368 3.01176 21.04135 0.5 -0.1 0.0 -0.3251
C -20.28538 3.39876 22.16960 -0.4 0.3 0.4 -0.0574
N -22.27509 1.98006 18.63473 0.5 0.9 0.5 -0.0371
H -22.81031 -0.62959 18.86720 -0.2 0.1 0.1 0.0907
H -22.09907 -0.92901 20.45983 -0.1 0.0 0.0 0.0958
H -21.07812 -0.49880 19.08173 -0.1 -0.1 0.1 0.0906
H -23.05121 1.33092 20.49167 0.0 0.4 -0.2 0.1583
H -20.05390 1.46744 20.06459 0.0 0.2 0.2 0.1366
H -20.78854 0.98913 21.57254 -0.3 0.2 0.2 0.1469
H -19.22407 3.48579 21.91559 0.0 -0.2 0.0 0.0900
H -20.43842 2.70481 22.99620 0.2 -0.2 -0.1 0.1127
H -20.65445 4.36447 22.50616 0.1 0.1 -0.1 0.0905
H -23.06112 1.63656 18.09373 -0.1 0.1 0.0 0.1036
H -21.45226 1.83284 18.05046 -0.1 -0.9 -0.1 0.0591
C -18.02012 8.01849 16.82966 -0.3 -0.1 -0.3 -0.0197
C -19.37580 7.40356 17.17879 0.7 -0.2 -0.1 -0.4169
C -20.46880 7.91194 16.26956 -1.1 0.5 0.4 -0.2052
O -20.73511 9.28019 16.45775 0.4 0.1 -0.2 -0.1555
C -21.04785 9.66724 17.78028 -0.2 0.2 -0.2 -0.1030
N -19.35306 5.90235 17.11880 0.2 -0.5 0.5 -0.0459
H -17.20104 7.44138 17.26157 0.1 0.2 0.2 0.0752
H -18.00102 9.04977 17.17814 0.2 0.0 0.1 0.0863
H -17.87523 8.04783 15.74717 0.0 -0.1 0.0 0.0979
H -19.59863 7.68215 18.20959 -0.2 -0.3 0.0 0.0964
H -21.41519 7.37169 16.46857 0.2 -0.2 -0.1 0.1269
H -20.21642 7.81686 15.21379 0.1 -0.2 0.0 0.1418
H -20.16525 9.70272 18.42802 -0.1 -0.1 0.0 0.0485
H -21.82753 9.01996 18.20346 0.1 0.0 0.1 0.0822
H -21.44508 10.67765 17.71185 0.0 0.0 0.0 0.0926
H -18.55889 5.61907 17.70140 0.1 0.3 -0.2 0.0607
H -19.05017 5.60434 16.19053 -0.2 0.2 -0.1 0.0974
C -16.33385 3.92976 26.27077 -0.2 0.7 0.5 -0.0367
C -17.02782 4.49271 25.04173 -0.2 -0.4 -0.1 -0.4152
C -17.93387 5.67998 25.34443 -0.1 -0.3 -0.5 -0.2219
O -17.21568 6.64387 26.05622 -0.1 0.1 0.0 -0.1948
C -18.03104 7.69764 26.53514 0.1 -0.1 0.9 -0.0838
N -16.07719 4.89168 23.99208 0.0 0.2 -0.7 0.0380
H -17.05467 3.43953 26.92727 0.1 -0.3 -0.1 0.0903
H -15.93666 4.75144 26.87156 0.2 0.0 -0.2 0.0861
H -15.51002 3.27535 25.99830 -0.1 -0.3 0.1 0.0798
H -17.69359 3.71397 24.64047 0.1 0.1 -0.1 0.1248
H -18.82813 5.32412 25.87476 0.1 0.2 0.2 0.1371
H -18.26485 6.09453 24.37592 -0.1 0.0 0.1 0.1067
H -18.77331 7.31042 27.24627 -0.2 0.0 -0.4 0.0996
H -18.50336 8.27633 25.74077 -0.1 -0.1 -0.1 0.0800
H -17.40210 8.34588 27.14797 0.1 0.1 -0.3 0.0986
H -15.28336 4.25965 23.96425 0.1 0.1 0.4 0.0787
H -15.70582 5.81085 24.24053 0.2 -0.1 -0.1 0.0683
C -23.18976 8.25847 23.05701 0.7 -0.2 -1.0 -0.3460
O -23.73740 8.47624 24.09657 -0.4 0.1 0.9 0.0567
N -23.80888 8.05087 21.85969 -0.4 0.2 0.3 -0.1995
C -25.25217 8.12802 21.77439 -0.2 -0.2 -0.1 -0.0366
C -23.11463 8.08539 20.60531 0.2 -0.5 0.2 -0.0794
H -22.08737 8.15932 22.95550 -0.1 0.2 0.1 0.1186
H -25.53024 8.94028 21.10153 -0.2 -0.1 0.0 0.0962
H -25.69710 8.30036 22.74717 0.2 0.1 0.2 0.0897
H -25.64215 7.17231 21.41297 -0.1 0.1 -0.2 0.0917
H -22.04827 7.96034 20.77579 0.0 0.2 0.0 0.0417
H -23.43588 7.22508 20.00246 0.0 0.2 -0.2 0.0882
H -23.30515 9.01133 20.05831 0.0 0.0 -0.1 0.0932
C -15.41997 8.56065 19.63670 0.0 0.4 0.1 -0.3754
O -14.36552 7.98360 19.47265 0.2 -0.7 0.1 0.0122
N -15.52820 9.83808 20.03135 -0.1 0.1 0.0 -0.1834
C -16.77009 10.57271 19.90518 0.1 0.4 0.6 -0.0761
C -14.33720 10.63037 20.30059 -0.4 0.6 -0.4 -0.0253
H -16.39762 8.06519 19.50220 -0.1 0.1 -0.1 0.1046
H -16.64752 11.41582 19.21996 -0.1 -0.2 -0.2 0.1011
H -17.05198 11.02657 20.86254 0.0 -0.2 -0.1 0.0303
H -17.57381 9.91780 19.58302 -0.1 -0.1 -0.1 0.0568
H -13.51648 10.03087 20.67004 0.0 -0.2 0.1 0.0841
H -14.02331 11.14698 19.38612 0.1 -0.1 0.1 0.1034
H -14.61777 11.40971 21.01120 0.2 -0.1 0.2 0.0963
```
Positions in Å, forces in eV/Å.

E_tot, eV: -107665.36225
2S+1: 1
Lowest unoccupied orbital energy, eV: -6.927
HOMO-LUMO gap, eV: 5.8805
Charge: +2
Highest occupied orbital energy, eV: -12.81

Formula: C23H61CaN2O11
Source: the Open Molecules 2025 dataset
Level of theory: the ωB97M-V functional and the def2-TZVPD basis

```
98
Properties=species:S:1:pos:R:3:forces:R:3:lowdin_charge:R:1
Ca -3.36014 1.49007 -0.80651 1.3 -0.1 0.6 1.6492
C 2.36527 0.09645 1.49412 1.3 1.2 0.1 -0.0262
C 0.97892 0.37420 1.02096 -3.7 -0.9 1.7 -0.8047
O 0.54006 -0.11120 -0.01678 0.8 -0.8 -3.3 -0.0923
O 0.10252 0.86037 1.80583 0.7 1.5 1.3 -0.1100
H 2.51452 -0.91945 1.85987 -0.2 -0.1 -0.5 0.0834
H 2.69742 0.75147 2.29955 -0.5 0.1 0.2 0.0702
H 3.02040 0.37675 0.66929 0.2 -0.7 -0.1 0.0740
C 0.52842 -1.28262 7.07860 0.1 -0.5 1.5 -0.1289
O 1.26446 -1.31597 8.34767 0.0 0.4 -1.2 -0.1413
H 0.94778 -1.95865 6.33346 0.3 0.0 0.1 0.0669
H -0.48267 -1.63763 7.27801 -0.2 0.3 -0.2 0.0676
H 0.53415 -0.26197 6.69606 0.0 -0.1 0.1 0.0748
H 0.83441 -1.87529 8.99868 -0.2 -0.1 -0.3 0.0607
C 4.33319 4.09825 -2.45919 0.8 -0.9 0.5 -0.1724
O 3.21564 4.52637 -1.71616 -0.6 0.4 -0.2 -0.1268
H 5.18083 4.07838 -1.77419 0.4 0.0 -0.3 0.0787
H 4.18849 3.06315 -2.76857 -0.2 0.0 0.0 0.0758
H 4.58541 4.66482 -3.35556 -0.3 0.4 0.1 0.0738
H 3.53868 5.04443 -0.97530 -0.1 0.0 -0.1 0.0712
C 3.55654 -2.07956 -4.73839 0.7 0.3 0.6 -0.1755
O 3.79228 -2.18318 -6.12818 -0.7 0.4 -0.3 -0.1188
H 3.42411 -3.04275 -4.24561 0.1 0.0 0.0 0.0780
H 4.36563 -1.51029 -4.28078 0.5 -0.4 0.2 0.0700
H 2.72724 -1.43362 -4.45010 -0.6 -0.3 -0.9 0.0706
H 4.27278 -2.97915 -6.36728 0.0 0.0 0.4 0.0756
C -6.65642 -5.25215 3.22276 1.2 0.6 -0.4 -0.0771
O -6.11214 -4.20471 2.43113 -0.2 0.9 -0.9 -0.2421
C -6.02794 -2.90870 3.03923 1.2 -1.2 -0.5 -0.1852
C -5.04692 -2.02121 2.21542 -0.7 0.7 1.5 -0.1874
N -5.72658 -1.33332 1.11614 0.9 0.1 -1.3 -0.0813
C -6.24742 -2.30737 0.14524 -0.4 0.4 -0.5 -0.2038
C -5.17766 -3.11632 -0.58534 -1.2 -0.6 -0.2 -0.2133
O -4.38546 -2.27261 -1.41974 0.3 0.5 1.3 -0.2234
C -3.45999 -3.00512 -2.19268 -0.4 -0.2 -0.6 -0.1040
H -6.64984 -6.13249 2.58007 -0.4 0.1 0.1 0.0924
H -7.64603 -4.97580 3.58663 0.0 -0.3 0.3 0.0940
H -5.87605 -5.42369 3.96418 -0.6 -0.3 0.8 0.0894
H -5.69351 -3.05872 4.06576 0.3 0.3 0.2 0.1194
H -6.99624 -2.41062 3.08845 -0.3 0.0 -0.1 0.1204
H -4.09450 -2.46737 1.92915 -0.5 -0.7 -0.5 0.1245
H -4.65887 -1.26090 2.89324 -0.4 0.3 0.2 0.1090
H -6.57519 -0.87230 1.41180 0.2 0.3 0.7 0.0964
H -6.86107 -1.80178 -0.60037 0.3 0.5 -0.3 0.1159
H -7.02913 -2.84278 0.68409 0.5 -1.2 -0.3 0.1139
H -5.65183 -3.83507 -1.25366 -0.6 0.0 -0.2 0.1248
H -4.67994 -3.82053 0.08133 0.9 0.6 0.3 0.1208
H -2.99928 -2.30445 -2.88903 0.2 -0.1 0.1 0.0856
H -4.02399 -3.73085 -2.77861 0.1 -0.2 -0.2 0.0900
H -2.71252 -3.56153 -1.62716 0.1 0.3 0.3 0.0986
C -3.60567 5.49408 0.55013 -0.2 0.0 -1.0 -0.0835
O -2.99484 5.02855 -0.68140 -0.2 -0.5 0.6 -0.2593
C -2.25203 6.05587 -1.34855 0.4 0.4 0.3 -0.2128
C -2.01452 5.78803 -2.83489 -0.8 -0.4 1.0 -0.1969
N -1.51749 4.42097 -3.04894 -0.2 0.3 -0.8 -0.0518
C -1.59744 4.03732 -4.47222 -0.3 0.3 -0.3 -0.2083
C -0.68764 4.84986 -5.40494 0.3 0.6 0.0 -0.2040
O -1.14203 6.21219 -5.54073 0.2 0.4 -0.8 -0.2311
C -0.15815 7.20208 -6.05655 0.2 -2.1 1.2 -0.0414
H -2.95779 6.02195 1.24992 0.4 0.2 -0.4 0.0967
H -3.98037 4.64543 1.12239 -0.1 -0.2 -0.3 0.0690
H -4.43053 6.11863 0.20712 -0.1 0.2 0.6 0.0937
H -1.34148 6.21832 -0.77183 0.4 -0.2 -0.2 0.1274
H -2.76796 7.01392 -1.28482 -0.4 0.1 0.1 0.1222
H -1.37581 6.55675 -3.26987 0.1 0.0 0.2 0.1203
H -2.98174 5.91349 -3.32156 0.0 -0.3 -0.2 0.1250
H -0.51931 4.48727 -2.90982 0.4 -0.3 0.6 0.1077
H -2.61623 4.11297 -4.85229 -0.2 0.3 0.2 0.1150
H -1.40245 2.96556 -4.50948 0.6 0.0 -0.4 0.1061
H -0.59539 4.34371 -6.36588 -0.2 0.0 -0.3 0.1227
H 0.31870 4.87921 -4.98719 0.3 -0.1 0.2 0.1146
H 0.13016 7.09427 -7.10219 -0.9 0.1 -0.3 0.0844
H 0.77396 6.93092 -5.56083 0.2 0.4 0.4 0.0731
H -0.46550 8.20324 -5.75438 -0.2 -0.3 -0.3 0.0895
C -0.89370 -6.75366 3.86471 -0.5 0.7 -1.5 -0.0627
C -0.96198 -7.02798 2.30193 1.9 -0.1 2.8 -0.4622
C 0.22883 -6.33119 1.61565 -0.5 -0.4 0.7 -0.0571
O -0.77043 -8.43628 2.21409 -0.3 0.0 -1.2 -0.0608
H -1.10352 -5.69015 3.97893 0.1 0.1 0.5 0.0658
H 0.06420 -7.01736 4.31304 0.0 0.0 -0.3 0.0811
H -1.68721 -7.32054 4.35164 -0.1 0.0 0.1 0.0663
H -1.92235 -6.62874 1.97575 -0.2 -0.4 -0.5 0.1203
H 1.15681 -6.70482 2.04852 0.0 -0.3 -0.1 0.0805
H 0.21661 -5.28328 1.91539 -0.2 0.2 -0.6 0.0747
H 0.25553 -6.50555 0.54002 -0.1 0.3 0.0 0.0757
H -1.37911 -8.86867 2.81753 -0.1 0.0 0.0 0.0789
C 8.72396 1.21803 1.51943 0.5 -0.6 1.5 -0.0708
C 10.10246 1.79887 1.09130 -1.5 -1.8 -0.7 -0.4717
C 11.01213 0.63604 0.64006 -0.1 0.5 0.3 -0.0554
O 9.81508 2.61143 -0.02492 0.6 0.7 -0.6 -0.0618
H 8.82271 0.70121 2.47403 0.2 0.1 0.4 0.0686
H 8.31266 0.40512 0.92101 0.3 0.4 -0.8 0.0770
H 7.94075 1.95673 1.68971 0.1 0.3 -0.2 0.0685
H 10.56839 2.38351 1.88452 0.0 -0.1 0.2 0.1315
H 12.01921 0.97681 0.39971 0.0 0.0 0.0 0.0749
H 10.59982 0.12719 -0.23123 -0.1 0.2 -0.1 0.0806
H 11.07368 -0.11085 1.43156 0.1 0.1 0.1 0.0765
H 9.30967 3.35611 0.30917 -0.1 0.1 -0.2 0.0822
```
Positions in Å, forces in eV/Å.

E_tot, eV: -68766.18361
2S+1: 1
Lowest unoccupied orbital energy, eV: -6.059
HOMO-LUMO gap, eV: 3.1608
Charge: +1
Highest occupied orbital energy, eV: -9.22